This record from OMol25 describes 2 unconnected molecules or ions with the total composition C2H7O2 at a distorted geometry. The level of theory is ωB97M-V with the def2-TZVPD basis set.

```
11
C2H7O2 | OMol25 | ωB97M-V with the def2-TZVPD basis set
H -0.452 -0.098 1.417
O 0.394 0.587 -0.928
H 2.106 -0.167 -0.152
H 0.906 -1.135 1.792
H 1.376 1.203 0.750
O -2.067 0.348 -1.773
H -1.153 0.409 -1.452
C 1.166 0.310 0.156
C 0.326 -0.706 0.979
H 0.042 -1.561 0.374
H -2.645 0.810 -1.164
```

Properties
Lowest unoccupied orbital energy (spin up / spin down): 0.87 / -2.26 eV
HOMO energy (spin up / spin down): -10.62 / -10.47 eV
⟨S²⟩: 0.75
Max |F|: 2.7 eV/A
Spin multiplicity: 2
Charge: 0
Orbital gap (spin up / spin down): 11.49 / 8.21 eV